Here is a 3-piece molecular cluster, C4H13NO2 overall in a non-equilibrium geometry from the Open Molecules 2025 dataset. Energies are from the ωB97M-V functional and the def2-TZVPD basis.

XYZ file:
```
20
Properties=species:S:1:pos:R:3:forces:R:3
C 1.41527 1.98657 0.54533 0.82 -0.30 1.07
C 0.32974 1.24701 0.27181 -1.13 0.50 -0.32
N 0.28259 0.10837 -0.50162 1.60 0.94 -0.27
C -0.35267 0.08617 -1.78557 -1.10 -2.08 -1.02
C -1.41697 -1.07141 -1.90292 -0.09 -0.08 0.94
H 1.30858 2.89208 1.12554 -0.36 0.19 -0.15
H 2.46006 1.72767 0.40962 -0.17 -0.32 -0.59
H -0.64970 1.62049 0.56628 0.00 0.18 -0.46
H 1.06029 -0.53509 -0.37104 -0.08 -0.16 -0.27
H -0.74087 1.03893 -2.12544 -0.05 0.20 0.61
H 0.33948 -0.28252 -2.55222 0.67 0.59 0.42
H -2.25931 -0.68917 -2.47068 -0.08 -0.28 -0.01
H -1.02617 -2.00618 -2.29832 0.26 0.35 -0.66
H -1.71767 -1.43071 -0.91820 -0.43 0.57 0.08
H -0.30753 -1.18051 2.15520 -0.55 -0.11 0.26
H -1.57650 -1.35859 1.25334 -0.18 0.11 0.26
O -0.90568 -1.83261 1.74938 0.38 -0.05 -0.42
H 1.40963 -0.70956 1.73052 0.46 0.51 -0.25
H 1.12441 0.66878 2.55780 0.22 0.11 -0.52
O 1.22301 -0.27972 2.56120 -0.20 -0.85 1.32
```
Forces are in eV/Å.

## Properties
- Max |F|: 2.57 eV Å⁻¹
- Relative energy (zero: lowest compared OMol25 entry of this formula, charge and spin): 52.3 kcal/mol
- <S²>: 0.772
- 2S+1: 2
- Gap between HOMO and LUMO (spin up / spin down): 10.788 / 6.622 eV
- Total charge: +1

Atomic partial charges in e from the Mulliken method, atoms 1 to 8: C -0.603; C -0.311; N 0.180; C -0.455; C -0.832; H 0.369; H 0.300; H 0.330


Here is a 2-piece molecular cluster, C34H60F9N4O4PS overall in a non-equilibrium geometry from the Open Molecules 2025 dataset. Energies are from the ωB97M-V functional and the def2-TZVPD basis.

XYZ file:
```
113
Properties=species:S:1:pos:R:3:forces:R:3
C 2.43701 0.65810 3.98472 -0.03 -0.10 0.32
C 3.19652 1.97379 3.75849 -0.12 -0.32 -0.77
C 4.17714 1.78795 2.57509 -0.08 0.46 0.55
C 5.26574 2.89690 2.47218 0.13 -1.04 -0.12
C 6.70355 2.31575 2.45492 -0.45 0.33 -0.93
C 6.86651 1.27965 1.30622 -0.17 -0.42 1.11
C 7.07687 -0.15789 1.84376 -0.14 -0.04 -1.20
C 6.87591 -1.13673 0.65058 0.42 0.53 0.90
C 5.36682 -1.31829 0.38594 0.67 -0.67 -0.69
C 5.09422 -1.52518 -1.13502 0.31 -0.44 1.14
N 3.91149 -0.74648 -1.58920 1.12 -0.47 0.27
C 2.74019 -1.24561 -1.47327 -2.92 -0.99 -0.57
N 1.55853 -0.59060 -1.89146 1.55 0.59 0.91
C 0.57484 -1.69226 -2.09025 0.05 1.94 0.85
P -1.18565 -1.16324 -2.41626 -1.53 -0.58 -0.41
C -1.06817 -0.32062 -4.06756 1.09 -0.12 0.39
O -1.60540 0.08830 -1.38128 1.46 -0.59 -0.24
C 0.90265 -2.53011 -0.83324 -1.18 0.27 -1.21
C 0.27441 -2.05221 0.48697 -0.07 -0.27 -0.26
C -0.25040 -3.25857 1.29059 -0.03 0.44 0.75
C -0.76250 -2.74871 2.66432 0.20 0.21 -1.09
C -2.03123 -1.87662 2.48254 -0.10 0.15 0.23
C -1.81786 -0.42264 2.89226 -0.66 0.10 0.01
O -3.11229 0.21293 3.05551 0.63 -0.28 0.13
C -3.11252 1.17120 4.02892 1.32 0.85 -0.59
C -1.99986 2.21645 4.06033 0.45 -0.44 -0.59
O -3.96531 1.20592 4.83239 -1.91 -0.16 1.20
N 2.41291 -2.49472 -0.94005 -0.47 -0.99 -0.74
S 2.84978 -3.90599 -1.89062 1.40 -0.66 0.28
C 4.12065 0.58227 -2.16448 0.39 -0.57 -0.83
F 5.32398 0.97641 -1.82079 1.05 0.01 0.40
F 3.29095 1.47009 -1.65971 -1.08 0.31 0.21
C 4.08443 0.52105 -3.74717 -0.53 0.96 -0.32
F 5.28290 0.87185 -4.20074 0.73 0.25 -0.07
F 3.86586 -0.71074 -4.19952 -0.50 -0.77 0.41
C 3.07243 1.48120 -4.45028 0.15 0.34 -0.17
F 1.83113 1.37338 -3.99328 -0.44 -0.10 0.83
F 3.02440 1.08522 -5.71910 0.19 -0.28 -0.67
C 3.50360 2.99708 -4.46763 0.46 -0.85 -1.49
F 2.43929 3.74502 -4.54955 -0.88 0.63 0.72
F 4.29610 3.32834 -3.47611 -0.03 0.24 1.27
F 4.19148 3.20179 -5.57922 0.56 0.00 -0.61
H 3.12110 -0.19920 3.93734 -0.02 0.16 0.03
H 1.96003 0.60182 4.96876 -0.06 0.14 -0.17
H 1.66564 0.47943 3.22363 0.09 0.16 0.06
H 3.71350 2.30578 4.66348 0.07 -0.20 -0.10
H 2.49747 2.77284 3.48217 0.04 -0.05 0.25
H 3.57391 1.76160 1.65518 0.14 -0.13 0.07
H 4.63329 0.80064 2.69950 0.07 0.15 -0.10
H 5.13928 3.40453 1.51038 -0.06 0.35 0.33
H 5.13601 3.58169 3.31420 0.08 0.19 -0.29
H 7.37753 3.14721 2.22571 0.06 -0.09 0.47
H 6.96908 1.86148 3.41372 0.03 0.15 -0.06
H 5.96041 1.26842 0.68763 0.16 0.19 -0.01
H 7.70894 1.53967 0.65847 -0.10 -0.07 0.05
H 6.33064 -0.43261 2.59733 0.23 0.25 0.16
H 8.07591 -0.24229 2.27886 -0.14 -0.10 0.01
H 7.41956 -0.71356 -0.20356 -0.28 -0.07 -0.06
H 7.36000 -2.09517 0.86587 -0.23 0.02 -0.08
H 5.07749 -2.24828 0.88621 -0.23 0.24 0.04
H 4.74624 -0.52448 0.81161 0.24 0.12 -0.19
H 5.96619 -1.30616 -1.74825 -0.25 0.45 -0.03
H 4.92215 -2.59142 -1.27128 -0.35 0.29 -0.42
H 1.34533 -0.05007 -1.04345 -0.51 0.62 -0.64
H 0.88474 -2.11456 -3.05353 -0.24 -0.49 0.30
H -0.87666 0.75058 -3.96365 -0.23 -0.09 0.01
H -0.19422 -0.73611 -4.59000 -0.20 0.03 -0.03
H -1.94458 -0.52300 -4.68083 -0.09 0.09 0.30
H -0.87458 0.31503 -0.78777 -0.31 0.35 -0.11
H 0.48824 -3.51942 -1.02540 0.68 -0.25 0.26
H 0.94083 -1.42270 1.09166 0.13 -0.25 -0.09
H -0.60911 -1.44026 0.26623 0.19 -0.03 -0.06
H 0.52006 -4.02643 1.42332 0.02 0.18 -0.05
H -1.08380 -3.71448 0.74234 0.16 0.01 -0.02
H 0.05734 -2.13221 3.05875 -0.18 -0.18 0.31
H -0.93427 -3.58444 3.34254 -0.04 0.13 -0.01
H -2.39323 -1.87605 1.44622 0.04 -0.22 0.13
H -2.84250 -2.27520 3.09823 0.05 0.12 -0.08
H -1.28225 0.16165 2.12990 0.32 -0.24 0.24
H -1.31922 -0.39467 3.86647 0.27 0.03 -0.28
H -1.75693 2.59131 3.05952 -0.07 -0.11 0.11
H -2.27313 3.04996 4.70155 -0.20 -0.18 0.00
H -1.08872 1.75931 4.46432 -0.09 0.12 -0.05
H 1.91053 -4.02036 -2.86804 -0.02 0.70 0.35
C -8.40855 0.70447 -1.90484 -0.03 0.26 0.19
C -7.23390 -0.30679 -2.01287 -1.93 0.56 -0.53
C -7.46411 -1.48669 -1.05845 0.37 -0.15 0.41
C -7.22724 -1.14451 0.41003 0.01 0.03 -0.06
C -5.85222 -0.50958 0.60041 -0.23 -0.54 -0.16
C -5.62306 0.69413 -0.31714 -0.29 1.68 1.34
N -5.94078 0.38978 -1.74336 0.95 -2.43 0.51
O -4.97446 -0.32411 -2.23515 0.25 0.57 -0.52
C -6.47394 1.87800 0.18684 -0.36 0.00 -0.06
C -4.18074 1.16996 -0.16249 0.27 -0.12 -0.37
C -7.30545 -0.83774 -3.44688 0.70 -0.14 -0.19
H -9.09192 0.61818 -2.74924 0.05 -0.20 0.01
H -9.00470 0.55998 -1.00277 0.07 0.07 0.04
H -8.05983 1.73629 -1.92034 0.06 -0.04 0.04
H -6.79610 -2.31130 -1.33036 0.08 0.11 -0.10
H -8.48116 -1.86447 -1.18673 0.00 0.13 -0.16
H -8.01174 -0.47973 0.78185 0.03 0.02 -0.02
H -7.29336 -2.05486 1.00993 -0.03 0.02 0.00
H -5.73092 -0.20966 1.64327 0.10 0.19 -0.07
H -5.08600 -1.27087 0.41147 0.03 0.08 -0.15
H -6.40280 2.72721 -0.49547 0.01 -0.05 -0.03
H -6.11775 2.21206 1.16216 0.12 -0.12 -0.03
H -7.52592 1.63326 0.31834 0.01 0.01 -0.08
H -3.46560 0.38350 -0.36957 -0.14 -0.05 -0.11
H -3.99602 1.50420 0.85932 -0.29 -0.02 0.04
H -3.96918 2.00949 -0.82986 -0.03 -0.07 -0.05
H -7.12860 -0.04160 -4.17290 0.01 0.01 0.04
H -8.29467 -1.25424 -3.63780 -0.06 0.12 0.18
H -6.58865 -1.63754 -3.63270 0.10 0.13 0.05
```
Forces are in eV/Å.

## Properties
- Max |F|: 3.13 eV Å⁻¹
- <S²>: 0.754
- 2S+1: 2
- Gap between HOMO and LUMO (spin up / spin down): 6.050 / 6.875 eV
- Total charge: +1

Atomic partial charges in e from the Mulliken method, atoms 1 to 8: C -0.997; C -0.748; C 0.903; C -0.953; C -1.007; C 0.297; C -0.802; C -1.167


Here is C6H12O as an isolated structure from the Open Molecules 2025 dataset. Energies are from the ωB97M-V functional and the def2-TZVPD basis.

XYZ file:
```
19
Properties=species:S:1:pos:R:3:forces:R:3
C 2.75684 0.28460 0.10025 0.06 0.02 0.00
C 1.42567 -0.46037 0.14768 -0.04 -0.05 -0.02
C 0.23483 0.47561 0.34197 -0.06 0.00 -0.06
C -1.10089 -0.25907 0.38868 0.04 -0.06 0.05
C -1.58216 -0.82471 -0.95778 0.24 -0.39 -0.05
O -2.41120 0.31842 -1.18915 -0.15 0.11 -0.06
C -2.32730 0.65092 0.20737 -0.09 0.24 0.26
H 2.75884 1.03760 -0.69666 -0.01 -0.11 0.11
H 2.95166 0.80231 1.04631 -0.04 -0.05 -0.12
H 3.59136 -0.39909 -0.08259 -0.09 0.08 0.02
H 1.44501 -1.20549 0.95601 -0.01 0.12 -0.12
H 1.28349 -1.01890 -0.78730 0.06 0.04 0.14
H 0.19843 1.19571 -0.48837 0.04 -0.07 0.10
H 0.37416 1.06654 1.26059 -0.09 -0.14 -0.14
H -1.14183 -0.97717 1.21540 0.02 0.21 -0.04
H -2.20422 -1.71971 -0.82452 0.13 -0.01 -0.11
H -0.84414 -0.99728 -1.75061 -0.14 0.10 0.09
H -2.19377 1.72866 0.35651 0.01 -0.16 0.05
H -3.21477 0.30141 0.75621 0.12 0.10 -0.11
```
Forces are in eV/Å.

## Properties
- Max |F|: 0.46 eV Å⁻¹
- Relative energy (zero: lowest compared OMol25 entry of this formula, charge and spin): 31.1 kcal/mol
- 2S+1: 1
- Gap between HOMO and LUMO: 10.741 eV
- Total charge: 0

Atomic partial charges in e from the Mulliken method, atoms 1 to 8: C -1.261; C -0.246; C -0.941; C 0.157; C -0.494; O -0.419; C -0.580; H 0.318


Here is one molecule with the formula C6H11N in a non-equilibrium geometry from the Open Molecules 2025 dataset. Energies are from the ωB97M-V functional and the def2-TZVPD basis.

XYZ file:
```
18
Properties=species:S:1:pos:R:3:forces:R:3
C -1.69051 -0.24274 -0.32120 0.65 -0.87 -2.75
C -0.42654 0.40124 0.13001 -0.37 0.53 -0.49
C -0.29624 0.74729 1.39711 4.19 1.88 1.10
N -1.01607 0.51759 2.57234 2.13 -2.73 0.05
C 0.66435 0.63387 -0.90542 0.98 5.50 -1.27
C 1.69675 -0.39346 -1.13549 1.33 -3.27 0.82
C 1.56650 -1.54139 -1.84426 -3.17 1.22 -1.21
H -2.63442 0.13103 -0.11839 -1.58 1.51 1.68
H -1.87510 -0.26305 -1.43823 1.17 -0.37 0.87
H -1.68749 -1.23224 0.05516 -0.20 -1.39 0.04
H 0.64441 1.25012 1.81491 -0.65 -0.49 -1.80
H -1.17194 -0.47457 2.61599 -0.58 -0.37 0.41
H -1.82666 0.98090 2.56895 -4.12 2.01 0.26
H 1.27649 1.68372 -0.67579 -1.32 -2.64 0.37
H 0.26220 1.11633 -1.85641 -0.20 -1.51 0.74
H 2.54612 -0.33759 -0.44238 -0.26 0.02 -0.08
H 1.80550 -2.60536 -1.91644 1.71 0.75 0.72
H 0.68758 -1.50125 -2.53832 0.30 0.23 0.54
```
Forces are in eV/Å.

## Properties
- Max |F|: 5.73 eV Å⁻¹
- Relative energy (zero: lowest compared OMol25 entry of this formula, charge and spin): 83.5 kcal/mol
- 2S+1: 1
- Gap between HOMO and LUMO: 10.169 eV
- Structure (SMILES): C=CC/C(C)=C/N
- Total charge: 0

Atomic partial charges in e from the Mulliken method, atoms 1 to 8: C -1.466; C 0.285; C 0.146; N -0.579; C -1.074; C -0.069; C -0.611; H 0.478


Here is C3H3FN2 as an isolated structure in a non-equilibrium geometry from the Open Molecules 2025 dataset. Energies are from the ωB97M-V functional and the def2-TZVPD basis.

XYZ file:
```
9
Properties=species:S:1:pos:R:3:forces:R:3
C -0.81285 0.72090 0.34965 0.42 0.01 -0.26
C -0.93422 -0.76572 0.31479 -0.10 0.15 0.01
C 1.15678 0.10961 -0.44858 -2.20 -3.23 0.06
N 0.31950 1.13146 -0.03407 0.17 1.25 0.30
N 0.08464 -1.36637 -0.09094 2.22 1.62 -0.69
F 2.31342 -0.01395 0.18877 0.05 0.18 0.27
H -1.58914 1.41196 0.62860 -0.22 0.15 0.13
H -1.83691 -1.27009 0.62136 -0.23 -0.19 0.06
H 1.29878 0.04220 -1.52958 -0.10 0.07 0.13
```
Forces are in eV/Å.

## Properties
- Max |F|: 3.91 eV Å⁻¹
- Relative energy (zero: lowest compared OMol25 entry of this formula, charge and spin): 43.1 kcal/mol
- 2S+1: 1
- Gap between HOMO and LUMO: 9.751 eV
- Total charge: 0

Atomic partial charges in e from the Mulliken method, atoms 1 to 8: C -0.125; C -0.031; C 0.289; N -0.399; N -0.552; F -0.226; H 0.387; H 0.383


Here is one molecule with the formula C2H5ClFN3 in a non-equilibrium geometry from the Open Molecules 2025 dataset. Energies are from the ωB97M-V functional and the def2-TZVPD basis.

XYZ file:
```
12
Properties=species:S:1:pos:R:3:forces:R:3
C -0.28217 -0.06654 -0.19468 1.56 0.72 0.79
C 0.15744 -1.44699 -0.54171 -1.25 -0.51 -1.20
H 0.01101 1.80284 1.99056 0.04 0.37 -0.08
H -0.13628 2.19845 0.42641 0.10 -0.04 -0.02
H 1.50964 0.04622 0.80381 -0.30 0.09 -0.19
H -1.77188 0.21790 -1.32020 -0.53 -0.59 -0.73
H -0.25846 -2.09005 0.20853 -0.26 -0.79 0.08
N 0.50458 1.77864 1.10063 -0.30 -0.23 0.51
N 0.56268 0.40104 0.78107 0.28 0.40 0.14
N -1.24255 0.63194 -0.59273 -0.32 0.80 0.29
F 1.50290 -1.57817 -0.49574 0.20 -0.16 -0.54
Cl -0.55689 -1.89529 -2.16595 0.77 -0.06 0.95
```
Forces are in eV/Å.

## Properties
- Max |F|: 1.89 eV Å⁻¹
- Relative energy (zero: lowest compared OMol25 entry of this formula, charge and spin): 1.6 kcal/mol
- 2S+1: 1
- Gap between HOMO and LUMO: 10.016 eV
- Structure (SMILES): [H]/N=C(/NN)[C@H](F)Cl
- Total charge: 0

Atomic partial charges in e from the Mulliken method, atoms 1 to 8: C 0.307; C 0.373; H 0.247; H 0.310; H 0.294; H 0.222; H 0.249; N -0.726